[1]
23
Properties=species:S:1:pos:R:3:forces:R:3 method="wB97M-V/def2-TZVPD" smiles=CCN[C@H](C)CO.O orbital_gap_ev=9.979 e_lumo_ev=0.8
C -0.726 -0.525 2.644 -3.23 0.58 -3.57
C -0.752 0.455 1.324 2.40 -2.94 0.65
N -0.417 -0.454 0.140 -1.00 2.32 1.92
C -0.360 0.331 -1.104 2.06 0.40 -1.45
C -1.527 -0.023 -1.997 1.19 -2.53 -0.30
C 1.077 -0.007 -1.727 0.72 2.70 2.44
O 1.516 1.195 -2.441 -0.21 -1.08 0.60
H -1.317 0.020 3.324 -0.83 0.30 1.29
H -1.224 -1.561 2.465 0.93 1.88 0.08
H 0.204 -0.607 3.035 2.96 -0.53 0.97
H -1.678 0.987 1.294 -0.97 0.10 -0.39
H 0.048 1.258 1.346 -0.71 -1.04 0.31
H -1.023 -1.296 0.181 0.27 1.18 -0.63
H -0.361 1.531 -1.098 -0.07 -2.45 1.26
H -2.396 0.268 -1.465 -1.18 0.08 0.23
H -1.556 0.313 -3.034 0.33 0.37 0.22
H -1.424 -1.159 -2.030 -0.81 1.16 -0.23
H 1.093 -0.819 -2.363 -0.41 -1.50 -1.84
H 1.877 -0.343 -0.922 -1.77 1.08 -1.24
H 1.333 1.892 -1.795 0.35 0.00 -0.44
O 2.867 -0.438 1.260 0.95 -0.34 0.37
H 2.087 0.036 0.983 -0.63 -0.23 0.24
H 2.661 -1.053 1.982 -0.32 0.49 -0.49

=====

[2]
23
Properties=species:S:1:pos:R:3:forces:R:3 method="wB97M-V/def2-TZVPD" smiles=CONC(C)C.CO orbital_gap_ev=10.449 e_lumo_ev=1.0
C 2.468 -0.779 -0.895 0.02 0.27 -0.14
O 1.456 -1.523 -0.246 -0.87 -0.21 0.35
N 0.588 -0.686 0.523 -1.31 0.41 -0.93
C -0.904 -0.628 -0.066 2.06 -0.73 0.76
C -1.333 -2.005 -0.537 0.17 0.16 -0.12
C -1.779 -0.082 1.047 0.31 0.05 -0.13
H 2.049 -0.065 -1.611 0.06 -0.03 0.10
H 3.068 -1.521 -1.423 -0.01 0.03 0.03
H 3.090 -0.248 -0.171 0.01 0.04 -0.02
H 0.586 -1.118 1.447 -0.26 -0.06 -0.25
H -0.857 0.068 -0.908 0.15 -0.05 0.19
H -1.382 -2.703 0.298 -0.08 -0.04 0.05
H -2.310 -1.943 -1.015 -0.09 -0.05 0.03
H -0.619 -2.392 -1.262 -0.05 -0.02 0.00
H -1.380 0.852 1.436 -0.01 0.11 0.01
H -1.835 -0.794 1.871 -0.11 -0.07 0.03
H -2.781 0.105 0.665 -0.03 -0.04 0.06
C 0.165 2.924 0.154 -0.20 -0.06 0.23
O 0.938 1.877 -0.351 0.50 -2.05 0.74
H 0.467 3.843 -0.355 -0.01 -0.03 0.05
H -0.908 2.776 -0.040 0.03 0.05 0.08
H 0.308 3.071 1.233 -0.05 0.04 -0.05
H 0.906 0.972 0.203 -0.24 2.28 -1.07

=====

[3]
23
Properties=species:S:1:pos:R:3:forces:R:3 method="wB97M-V/def2-TZVPD" smiles="CC/C(C)=C/N.O.O" orbital_gap_ev=7.681 e_lumo_ev=0.2
C -2.766 0.020 -0.232 -0.21 0.15 -0.57
C -1.824 -0.139 -1.440 1.45 -1.40 3.40
C -0.540 0.652 -1.257 0.39 -0.22 -0.28
C 0.009 1.280 -2.524 1.89 2.72 6.23
C 0.078 0.576 -0.058 -1.09 -0.63 2.18
N 1.349 0.893 0.473 3.07 0.58 -1.52
H -3.717 -0.550 -0.319 0.46 0.70 -0.17
H -2.275 -0.391 0.661 -0.25 0.37 -0.19
H -2.892 1.132 -0.141 -0.42 -1.11 0.37
H -1.468 -1.171 -1.522 0.22 -0.59 1.01
H -2.234 -0.255 -2.366 -1.69 1.73 -2.87
H -0.751 1.782 -2.998 -1.55 1.48 -1.18
H 0.425 0.602 -3.108 2.05 -3.06 -2.98
H 0.837 1.982 -2.053 -1.46 -0.92 -1.77
H -0.573 0.337 0.856 0.96 -0.23 -1.67
H 1.852 0.337 1.173 -2.08 -0.31 0.55
H 2.211 0.828 -0.130 -1.85 0.81 -0.59
O 3.199 -1.482 0.902 0.26 -3.06 -2.47
H 2.890 -2.472 0.732 0.84 3.11 0.71
H 3.721 -1.330 0.046 -1.00 -0.14 1.81
O -0.387 -1.002 3.159 -1.32 3.10 1.71
H -0.092 -0.118 3.578 -0.55 -2.30 -1.12
H 0.376 -1.434 2.861 1.87 -0.78 -0.61

=====

[4]
23
Properties=species:S:1:pos:R:3:forces:R:3 method="wB97M-V/def2-TZVPD" total_charge=+1 s_squared=0.754 multiplicity=2 orbital_gap_ev="10.178 / 4.944" e_lumo_ev="-3.1 / -8.4"
N -2.183 0.977 -1.856 4.54 0.12 0.42
C -1.495 2.296 -1.724 1.15 -0.31 -0.96
C 0.091 1.939 -1.323 -3.47 4.17 1.77
C 0.140 0.461 -1.425 1.71 -0.09 2.62
C -1.280 -0.142 -1.439 0.50 0.59 2.55
C -1.634 -0.646 0.073 -2.37 4.00 -2.23
H -2.374 0.843 -2.804 -2.03 -0.43 -1.88
H -1.576 2.862 -2.714 -0.14 -0.92 1.29
H -1.995 2.876 -0.979 -0.28 0.51 0.64
H 0.208 2.459 -0.251 -0.03 -1.62 -2.22
H 0.666 2.583 -2.001 0.18 -0.72 0.07
H 0.721 0.187 -0.481 -0.95 -0.47 -1.29
H 0.824 0.251 -2.203 0.06 -0.97 -1.28
H -1.320 -0.990 -2.069 -0.68 -0.56 -1.03
H -1.690 -1.677 0.085 0.41 -1.99 0.39
H -2.682 -0.221 0.209 1.19 -0.85 0.39
H -0.964 -0.086 0.695 0.26 -0.47 0.73
H 3.654 -0.336 4.163 -1.87 -1.92 0.65
H 3.729 1.168 3.754 2.43 -3.49 0.89
O 4.312 0.275 3.968 -0.55 5.41 -1.53
H 1.592 -4.754 2.175 0.11 -1.07 0.33
H 0.012 -4.470 2.243 -0.23 -0.97 0.37
O 0.880 -4.148 2.056 0.09 2.07 -0.71

=====

Values of energy above the lowest of the compared OMol25 structures with the same formula, charge and spin, in order: 268.2; 290.6; 332.2; 312.3, all in kJ/mol.